*A*
Computed, not measured: the molecule C4H6N2S, with ωB97M-V/def2-TZVPD.

As for the SMILES: C1=NN=CSCC1. The calculation puts the HOMO-LUMO gap at 9.492 eV.

Each atom is followed by the atoms it is bonded to, with distances in Å.
Geometry (Å):
1 C -1.28 0.30 -0.55  N2 1.295, C7 1.498, H8 1.049
2 N -1.45 -0.97 -0.71  C1 1.295, N3 1.327
3 N -0.94 -1.83 0.17  N2 1.327, C4 1.316
4 C 0.37 -1.96 0.20  N3 1.316, S5 1.809, H9 1.069
5 S 1.65 -0.88 -0.49  C4 1.809, C6 1.834
6 C 1.15 0.84 -0.09  S5 1.834, C7 1.539, H10 1.104, H11 1.129
7 C -0.31 0.95 0.40  C1 1.498, C6 1.539, H12 1.086, H13 1.105
8 H -1.70 0.95 -1.25  C1 1.049
9 H 0.69 -2.65 0.94  C4 1.069
10 H 1.14 1.40 -1.04  C6 1.104
11 H 1.82 1.37 0.64  C6 1.129
12 H -0.55 0.49 1.36  C7 1.086
13 H -0.60 2.01 0.40  C7 1.105

*B*
Computed, not measured: the molecule C4H6N2S, with ωB97M-V/def2-TZVPD.

As for the SMILES: CC1=NN=CCS1. The calculation puts the HOMO-LUMO gap at 9.671 eV.

Each atom is followed by the atoms it is bonded to, with distances in Å.
Geometry (Å):
1 C 2.27 0.15 -0.03  C2 1.487, H8 1.084, H9 1.131, H10 1.109
2 C 0.79 0.17 -0.18  C1 1.487, N3 1.293, S7 1.806
3 N 0.16 1.30 -0.07  C2 1.293, N4 1.334
4 N -1.10 1.40 -0.50  N3 1.334, C5 1.275
5 C -1.91 0.44 -0.28  N4 1.275, C6 1.505, H11 1.044
6 C -1.53 -0.85 0.39  C5 1.505, S7 1.827, H12 1.086, H13 1.075
7 S -0.03 -1.41 -0.49  C2 1.806, C6 1.827
8 H 2.71 -0.41 -0.85  C1 1.084
9 H 2.61 1.22 0.02  C1 1.131
10 H 2.54 -0.40 0.89  C1 1.109
11 H -2.89 0.56 -0.62  C5 1.044
12 H -2.34 -1.56 0.31  C6 1.086
13 H -1.27 -0.62 1.41  C6 1.075

Stability check: which of them is most stable? *B*.

*A*
Computed, not measured: the molecule C4H6N2S, with ωB97M-V/def2-TZVPD.

As for the SMILES: N/N=C1\C=CCS1. The calculation puts the HOMO-LUMO gap at 7.520 eV.

Each atom is followed by the atoms it is bonded to, with distances in Å.
Geometry (Å):
1 N -1.47 1.77 -1.38  N2 1.365, H8 1.241, H9 1.018
2 N -0.33 2.01 -0.66  N1 1.365, C3 1.323
3 C 0.11 0.88 -0.15  N2 1.323, C4 1.522, S7 1.864
4 C -0.51 -0.50 0.00  C3 1.522, C5 1.395, H10 1.272
5 C 0.25 -1.54 0.55  C4 1.395, C6 1.439, H11 0.992
6 C 1.47 -0.98 1.07  C5 1.439, S7 1.917, H12 1.113, H13 1.297
7 S 1.90 0.75 0.35  C3 1.864, C6 1.917
8 H -1.49 0.54 -1.53  N1 1.241
9 H -1.59 2.34 -2.22  N1 1.018
10 H -1.78 -0.39 0.06  C4 1.272
11 H -0.14 -2.42 0.78  C5 0.992
12 H 2.34 -1.61 0.80  C6 1.113
13 H 1.24 -0.83 2.33  C6 1.297

*B*
Computed, not measured: the molecule C4H6N2S, with ωB97M-V/def2-TZVPD.

As for the SMILES: CSC1N=CC=N1. The calculation puts the HOMO-LUMO gap at 9.101 eV.

Each atom is followed by the atoms it is bonded to, with distances in Å.
Geometry (Å):
1 C -1.69 0.76 -0.65  S2 1.798, H8 1.108, H9 1.062, H10 1.168
2 S -0.38 0.60 -1.87  C1 1.798, C3 1.788
3 C 0.99 0.10 -0.85  S2 1.788, N4 1.429, N7 1.494, H11 1.088
4 N 1.05 0.81 0.39  C3 1.429, C5 1.294
5 C 0.83 -0.02 1.35  N4 1.294, C6 1.475, H12 1.029
6 C 0.81 -1.39 0.81  C5 1.475, N7 1.261, H13 1.144
7 N 0.88 -1.34 -0.44  C3 1.494, C6 1.261
8 H -2.53 0.93 -1.36  C1 1.108
9 H -1.45 1.45 0.11  C1 1.062
10 H -1.94 -0.22 -0.07  C1 1.168
11 H 2.00 0.20 -1.23  C3 1.088
12 H 0.63 0.41 2.26  C5 1.029
13 H 0.81 -2.28 1.54  C6 1.144

Stability check: which of them is most stable? *B*.

*A*
Computed, not measured: the molecule C4H6N2S, with ωB97M-V/def2-TZVPD.

As for the SMILES: [H]/N=C/[C@@H](C#N)SC. The calculation puts the HOMO-LUMO gap at 10.166 eV.

Each atom is followed by the atoms it is bonded to, with distances in Å.
Geometry (Å):
1 H 3.32 -1.37 -0.24  N2 1.047
2 N 2.56 -0.95 0.34  H1 1.047, C3 1.230
3 C 1.74 -0.34 -0.34  N2 1.230, C4 1.503, H9 1.152
4 C 0.38 0.20 0.01  C3 1.503, C5 1.447, S7 1.757, H10 1.116
5 C 0.37 1.61 -0.32  C4 1.447, N6 1.154
6 N 0.27 2.75 -0.38  C5 1.154
7 S -0.91 -0.64 -0.84  C4 1.757, C8 1.770
8 C -2.19 -0.36 0.35  S7 1.770, H11 1.182, H12 1.054, H13 1.162
9 H 1.84 -0.15 -1.47  C3 1.152
10 H 0.07 0.22 1.08  C4 1.116
11 H -1.93 -0.44 1.50  C8 1.182
12 H -2.79 -1.18 0.09  C8 1.054
13 H -2.73 0.66 0.22  C8 1.162

*B*
Computed, not measured: the molecule C4H6N2S, with ωB97M-V/def2-TZVPD.

As for the SMILES: Cn1cnc(S)c1. The calculation puts the HOMO-LUMO gap at 9.128 eV.

Each atom is followed by the atoms it is bonded to, with distances in Å.
Geometry (Å):
1 C 0.58 1.51 1.24  N2 1.470, H8 1.118, H9 1.084, H10 1.102
2 N 0.28 0.51 0.20  C1 1.470, C3 1.365, C7 1.409
3 C 1.16 -0.46 -0.18  N2 1.365, N4 1.311, H11 1.105
4 N 0.63 -1.34 -0.99  C3 1.311, C5 1.388
5 C -0.70 -0.95 -1.05  N4 1.388, S6 1.741, C7 1.359
6 S -1.83 -1.84 -2.03  C5 1.741, H12 1.347
7 C -0.99 0.13 -0.28  N2 1.409, C5 1.359, H13 1.046
8 H 0.04 1.28 2.20  C1 1.118
9 H 0.27 2.48 0.88  C1 1.084
10 H 1.67 1.49 1.41  C1 1.102
11 H 2.19 -0.42 0.22  C3 1.105
12 H -1.41 -3.03 -1.56  S6 1.347
13 H -1.88 0.63 -0.05  C7 1.046

*C*
Computed, not measured: the molecule C4H6N2S, with ωB97M-V/def2-TZVPD.

As for the SMILES: S=C1N[C@H]2C[C@H]2N1. The calculation puts the HOMO-LUMO gap at 9.152 eV.

Each atom is followed by the atoms it is bonded to, with distances in Å.
Geometry (Å):
1 S 1.07 2.56 1.41  C2 1.622
2 C 0.63 1.27 0.52  S1 1.622, N3 1.397, N7 1.369
3 N 1.12 -0.02 0.76  C2 1.397, C4 1.473, H8 1.033
4 C 0.50 -1.01 -0.13  N3 1.473, C5 1.518, C6 1.534, H9 1.072
5 C -1.01 -0.99 0.04  C4 1.518, C6 1.508, H10 1.102, H11 1.065
6 C -0.38 -0.15 -1.05  C4 1.534, C5 1.508, N7 1.425, H12 1.080
7 N -0.15 1.18 -0.60  C2 1.369, C6 1.425, H13 1.022
8 H 1.48 -0.22 1.70  N3 1.033
9 H 1.11 -1.83 -0.45  C4 1.072
10 H -1.45 -0.49 0.92  C5 1.102
11 H -1.61 -1.82 -0.23  C5 1.065
12 H -0.52 -0.43 -2.08  C6 1.080
13 H -0.81 1.94 -0.80  N7 1.022

Stability check: which of them is most stable? *B*.